Entry from OMol25: a single C4H7NO2 molecule (wB97M-V/def2-TZVPD).

E in eV: -9843.7160
HOMO in Ha: -0.3631
Charge: 0
Orbital gap in eV: 10.842
SMILES string: C/C(=N\O)[C@H]1CO1
Energy relative to the best compared isomer or geometry (same formula, charge and spin) in kJ/mol: 343.8

Each atom is followed by the atoms it is bonded to, with distances in Å.
Cartesian coordinates (Å):
1 C 0.661 -1.256 -1.075  C2 1.502, H8 1.095, H9 1.093, H10 1.095
2 C 0.125 -0.345 -0.009  C1 1.502, N3 1.277, C5 1.495
3 N 0.503 -0.371 1.210  C2 1.277, O4 1.385
4 O 1.480 -1.329 1.422  N3 1.385, H11 0.966
5 C -0.969 0.628 -0.311  C2 1.495, C6 1.458, O7 1.423, H12 1.093
6 C -1.050 1.905 0.388  C5 1.458, O7 1.424, H13 1.089, H14 1.088
7 O -0.621 1.841 -0.968  C5 1.423, C6 1.424
8 H 0.581 -2.298 -0.748  C1 1.095
9 H 0.127 -1.127 -2.020  C1 1.093
10 H 1.726 -1.062 -1.243  C1 1.095
11 H 1.620 -1.277 2.376  O4 0.966
12 H -1.889 0.175 -0.691  C5 1.093
13 H -2.024 2.361 0.563  C6 1.089
14 H -0.271 2.156 1.105  C6 1.088